[1]
Below is a cluster of 2 separate species, C6H16 in total at a distorted geometry, with properties calculated with wB97M-V/def2-TZVPD.

XYZ file:
```
22
Properties=species:S:1:pos:R:3:forces:R:3:mulliken_charge:R:1
C -1.445934 -1.964932 0.842348 0.844 1.292 -4.268 -0.393
C -1.963933 -0.626327 0.220582 -3.970 -1.018 2.044 -1.090
C -0.223244 -1.763782 1.692961 1.349 -2.425 -1.876 -0.727
H -1.256277 -2.574779 -0.137695 -0.250 0.294 2.220 0.187
H -2.242557 -2.296948 1.392897 -1.824 -1.617 1.194 0.443
H -1.930012 0.112460 1.015920 0.901 0.828 -0.417 0.296
H -1.595715 -0.403599 -0.758083 -0.050 0.384 0.014 0.446
H 0.392328 -1.097905 1.088505 0.070 0.756 1.148 0.016
H 0.407539 -2.735439 1.518364 -1.073 1.418 1.472 0.257
H -3.167351 -0.672797 0.206970 2.450 -0.233 -0.691 0.306
H -0.523986 -1.505649 2.717925 0.852 0.033 -0.375 0.356
C 1.721018 1.468221 -1.110801 1.909 -1.513 -0.517 -0.202
C 0.905148 0.101571 -1.258026 1.955 0.806 -1.809 -0.641
C 1.140533 2.648147 -0.464559 -2.639 2.498 4.584 -0.938
H 2.067906 1.862204 -2.089256 0.079 -0.870 0.296 0.287
H 2.634705 1.219752 -0.489486 -0.731 0.076 -1.011 0.222
H 1.177065 -0.574651 -0.466231 0.197 -0.098 0.308 0.173
H -0.164693 0.228923 -1.196992 0.200 0.236 -0.608 -0.036
H 0.379964 2.309214 0.408060 1.470 0.679 -1.809 0.190
H 1.291576 -0.418915 -2.233774 -1.161 0.953 1.648 0.316
H 0.514397 3.344247 -1.094509 0.784 -0.825 0.408 0.269
H 1.881525 3.340985 0.194877 -1.361 -1.654 -1.955 0.264
```
Forces are in eV/Å.

Output
- energy above the lowest of the compared OMol25 structures with the same formula, charge and spin (kJ/mol) = 241.1
- LUMO (eV) = 1.09
- gap between HOMO and LUMO (eV) = 11.8260
- calculated total energy (eV) = -6479.1592

[2]
Below is a cluster of 2 separate species, C6H16N in total at a distorted geometry, with properties calculated with wB97M-V/def2-TZVPD.

XYZ file:
```
23
Properties=species:S:1:pos:R:3:forces:R:3:mulliken_charge:R:1
C 0.144211 1.529749 -1.573019 0.363 -0.213 0.170 -1.168
C 0.609192 1.334863 -0.127298 1.469 1.774 -0.014 0.733
C 1.905649 1.002649 0.110489 -1.192 -0.893 -0.721 -0.922
C -0.254187 1.949829 0.982208 0.970 0.652 -0.851 -1.257
H -0.690951 0.868847 -1.823784 -0.090 0.114 -0.326 0.237
H 0.995466 1.399823 -2.259194 -0.422 -0.395 0.171 0.350
H -0.176821 2.570217 -1.780754 -0.073 -0.516 0.542 0.357
H 2.406423 1.205642 1.047110 -0.181 -0.372 0.267 0.297
H 2.460357 0.400053 -0.638944 -0.074 1.070 0.288 0.309
H 0.168133 1.652791 1.947354 -0.598 0.006 0.010 0.387
H -1.317700 1.752156 0.825835 0.044 -0.273 0.367 0.334
H -0.167592 3.057422 0.915584 -0.069 -0.594 0.054 0.393
C -1.884391 -1.540236 -0.026980 -0.199 0.144 -0.723 -0.923
N -0.412665 -1.293456 0.058426 -1.726 -2.940 -1.787 -0.082
C 0.271974 -2.482397 0.582347 1.909 -0.484 0.070 -0.910
H -2.273248 -0.678026 -0.566773 -0.443 -0.117 0.199 0.336
H -2.040381 -2.444976 -0.629863 -0.045 0.274 0.325 0.420
H -2.320841 -1.636378 0.973399 0.224 0.037 -0.321 0.395
H -0.277213 -0.569067 0.674191 0.777 2.559 1.527 0.210
H -0.089120 -1.022343 -0.887415 0.179 -0.033 0.839 0.406
H -0.217464 -2.864118 1.494941 0.103 0.259 -0.614 0.354
H 1.304610 -2.158609 0.819081 -0.512 -0.313 0.085 0.366
H 0.370314 -3.245979 -0.206231 -0.412 0.254 0.442 0.382
```
Forces are in eV/Å.

Output
- total charge = +1
- energy above the lowest of the compared OMol25 structures with the same formula, charge and spin (kJ/mol) = 144.5
- LUMO (eV) = -3.12
- gap between HOMO and LUMO (eV) = 9.9707
- calculated total energy (eV) = -7963.9343

[3]
Below is a cluster of 2 separate species, C6H16N in total at a distorted geometry, with properties calculated with wB97M-V/def2-TZVPD.

XYZ file:
```
23
Properties=species:S:1:pos:R:3:forces:R:3:mulliken_charge:R:1
C -2.477860 -0.586913 0.825302 0.160 0.474 0.076 -0.935
N -1.588268 0.182713 -0.097933 1.167 -0.146 1.588 0.079
C -1.500364 1.654133 0.170636 -1.565 -0.519 -1.963 -1.002
H -2.291897 -1.637446 0.609914 -0.490 0.004 -0.028 0.380
H -2.149668 -0.387778 1.859663 -0.282 0.054 -0.492 0.361
H -3.482223 -0.226949 0.636547 -0.268 -0.430 0.281 0.380
H -1.805417 -0.008091 -1.067060 -0.127 0.014 -0.280 0.356
H -0.680717 -0.269144 0.099549 0.134 0.232 -0.713 -0.109
H -2.475531 2.022374 -0.100673 -0.615 0.314 0.445 0.447
H -0.896035 2.111528 -0.585773 0.939 0.099 0.024 0.385
H -1.265793 1.897500 1.170039 0.474 -0.031 0.978 0.386
C 2.948842 0.701000 -0.528935 -0.178 0.779 -1.218 -1.356
C 1.482431 0.311887 -0.388809 -0.848 -0.270 -0.030 0.051
C 1.290031 -1.212620 -0.511983 -0.857 -0.094 0.853 0.052
C 0.629566 -2.026921 0.356489 0.663 0.611 -1.084 -0.982
H 3.334396 0.179433 -1.436749 0.088 0.353 0.844 0.328
H 3.059509 1.787706 -0.712079 -0.154 -0.524 0.023 0.356
H 3.527480 0.500569 0.351931 0.306 -0.524 0.295 0.358
H 0.894918 0.856906 -1.205004 0.706 -0.913 0.760 0.143
H 1.015614 0.655985 0.571765 0.643 -0.164 -0.504 0.353
H 1.703840 -1.696230 -1.406762 -0.262 0.380 0.186 0.262
H 0.456347 -3.054491 0.029697 0.209 0.171 0.436 0.254
H 0.270798 -1.755146 1.360238 0.158 0.129 -0.477 0.455
```
Forces are in eV/Å.

Output
- total charge = +1
- energy above the lowest of the compared OMol25 structures with the same formula, charge and spin (kJ/mol) = 140.9
- LUMO (eV) = -3.08
- gap between HOMO and LUMO (eV) = 10.6100
- calculated total energy (eV) = -7963.9714

[4]
Below is the ion C6H16N2 with charge -1 at a distorted geometry, with properties calculated with wB97M-V/def2-TZVPD.

XYZ file:
```
24
Properties=species:S:1:pos:R:3:forces:R:3:mulliken_charge:R:1
N 1.424889 -0.336349 1.132593 -0.983 0.571 0.154 -1.098
C 0.038328 -0.524881 1.665425 1.054 -0.492 -0.496 -0.481
C -0.256612 -2.020174 1.831878 -1.229 0.335 -0.527 -3.714
C -1.023969 0.077112 0.699234 1.115 -0.055 1.316 -1.036
N -0.629652 1.374232 0.198195 -0.370 0.413 -0.202 -0.379
C -0.605731 1.594435 -1.228702 0.979 0.736 -0.441 -0.940
C 0.569072 0.915239 -1.967736 -0.631 -1.287 0.504 -0.275
C 0.282275 -0.585096 -2.240941 -0.121 0.589 0.161 -1.188
H 1.756277 -1.196577 0.720945 0.371 -0.053 0.200 0.408
H 2.016876 -0.007726 1.887840 0.314 -0.447 -0.142 0.677
H 0.075094 -0.004939 2.624478 -0.574 0.102 -0.045 1.030
H 0.036679 -2.506188 0.890943 0.455 -0.265 0.405 0.588
H -1.347344 -2.206656 1.810363 0.091 0.185 0.336 0.545
H 0.121721 -2.489930 2.739807 0.420 -0.011 -0.205 1.327
H -1.900970 0.193201 1.330333 -0.592 -0.250 -0.175 0.511
H -1.178828 -0.687199 -0.053203 -0.324 0.176 -0.328 0.368
H 0.290025 1.632062 0.528913 0.042 -0.345 0.245 0.322
H -0.443762 2.675396 -1.338687 -0.228 0.030 -0.150 0.354
H -1.554195 1.364761 -1.699156 -0.331 -0.188 0.003 0.445
H 0.825005 1.384164 -2.916604 -0.049 0.371 0.060 0.464
H 1.395173 0.957093 -1.258020 0.377 0.203 -0.310 0.266
H 0.420175 -1.196893 -1.349147 0.166 0.012 -0.123 -0.072
H -0.766839 -0.695540 -2.523307 -0.006 -0.145 -0.232 0.246
H 0.915400 -0.959355 -3.041741 0.052 -0.186 -0.008 0.633
```
Forces are in eV/Å.

Output
- total charge = -1
- energy above the lowest of the compared OMol25 structures with the same formula, charge and spin (kJ/mol) = 54.2
- LUMO (alpha / beta) (eV) = 3.87 / 3.77
- gap between HOMO and LUMO (alpha / beta) (eV) = 2.4859 / 8.9017
- calculated total energy (eV) = -9459.7077
- spin multiplicity = 2

[5]
Below is a cluster of 2 separate species, C6H16N2 in total, with properties calculated with wB97M-V/def2-TZVPD.

XYZ file:
```
24
Properties=species:S:1:pos:R:3:forces:R:3:mulliken_charge:R:1
C 0.397534 -1.363476 -1.692668 0.070 -0.072 0.219 -1.665
C -0.991777 -1.689766 -1.153881 0.045 0.117 0.050 1.315
C -1.304058 -3.176341 -1.266742 -0.040 0.043 0.038 -1.878
C -1.133337 -1.226378 0.292390 -0.119 -0.064 0.013 -1.340
H 0.603222 -0.296195 -1.608161 -0.003 0.061 -0.060 0.269
H 1.156262 -1.888519 -1.102511 -0.021 0.010 -0.020 0.466
H 0.517945 -1.667189 -2.733637 -0.033 -0.009 -0.101 0.409
H -1.729341 -1.143121 -1.750314 0.014 0.032 -0.090 0.335
H -2.304615 -3.386708 -0.883613 -0.012 -0.068 0.012 0.381
H -0.589169 -3.750143 -0.673139 0.002 -0.061 0.012 0.408
H -1.252202 -3.529484 -2.298236 0.022 -0.007 -0.077 0.425
H -0.827625 -0.190496 0.425059 0.003 0.053 -0.018 -0.528
H -2.170190 -1.301433 0.626774 -0.041 -0.043 0.049 0.424
H -0.526390 -1.833781 0.969000 0.081 0.016 -0.028 0.709
C 1.098491 1.292733 2.566718 0.405 0.217 -0.099 -2.405
N 1.381868 1.901385 1.264464 -0.247 -0.295 -0.089 0.534
C 0.363790 2.462595 0.547063 0.220 0.015 0.273 -0.991
N 0.340851 2.485701 -0.728330 -0.004 0.054 -0.182 -0.576
H 2.040469 0.995529 3.035205 -0.010 0.028 0.012 1.177
H 0.634892 2.027914 3.222639 -0.145 0.003 0.030 0.428
H 0.460121 0.409525 2.500093 -0.118 -0.011 -0.012 -0.028
H 2.010767 1.374470 0.675574 0.032 0.000 0.046 0.262
H -0.394373 2.921179 1.178287 -0.093 -0.024 0.059 0.559
H -0.472529 3.013949 -1.030587 -0.008 0.003 -0.038 0.310
```
Forces are in eV/Å.

Output
- total charge = -1
- energy above the lowest of the compared OMol25 structures with the same formula, charge and spin (kJ/mol) = 0.0
- LUMO (alpha / beta) (eV) = 3.75 / 3.63
- gap between HOMO and LUMO (alpha / beta) (eV) = 2.4228 / 9.2241
- calculated total energy (eV) = -9460.2690
- spin multiplicity = 2